(1)
The following is a quantum chemistry calculation of an isolated ion of composition C3H8N3 and charge +1, from the Open Molecules 2025 dataset.

Geometry as XYZ:
```
14
Properties=species:S:1:pos:R:3:forces:R:3
H -2.3513 1.9534 -0.0403 1.256 -0.818 -0.339
N -2.0919 0.9504 -0.1520 -1.351 0.044 0.466
C -0.9898 0.3945 0.0140 3.584 2.735 -0.055
C -0.9333 -1.0295 0.0748 -1.612 -3.386 1.179
N 0.0508 -1.8341 -0.1410 -2.198 0.255 1.086
C 0.5696 1.0510 0.3212 -1.992 -0.215 -0.804
N 1.6139 0.2990 -0.4261 -2.838 0.276 0.115
H -1.8046 -1.5778 0.5648 0.765 1.094 -0.903
H -0.0636 -2.7334 0.2817 0.198 -0.842 -0.280
H 0.9386 -1.4772 -0.3708 1.870 0.914 -0.719
H 0.4078 2.1230 0.0919 0.532 -0.511 -0.211
H 0.6586 0.9913 1.3873 0.417 -0.264 0.596
H 1.4158 0.5077 -1.3848 0.642 0.051 -0.713
H 2.5794 0.3820 -0.2206 0.726 0.667 0.584
```
Forces are in eV/Å.

Computed properties:
Net charge: +1
Relative energy (zero: lowest compared OMol25 entry of this formula, charge and spin) in kJ/mol: 270.9
E_HOMO in Eh: -0.519

***

(2)
The following is a quantum chemistry calculation of C32H23Br2IIrN5O3S as an isolated structure, from the Open Molecules 2025 dataset.

Geometry as XYZ:
```
68
Properties=species:S:1:pos:R:3:forces:R:3
Ir -0.4367 0.1541 0.0759 1.137 0.459 -0.161
O -1.5986 2.4890 3.6163 0.009 0.048 -0.036
S -0.7156 1.5200 3.0417 0.027 -0.083 0.175
O -0.9262 0.1491 3.3877 -0.058 -0.017 0.043
N -0.8318 1.6444 1.3665 0.129 -0.046 -0.086
C -1.2838 2.8378 0.7813 -0.138 0.039 0.048
C -1.4818 4.0679 1.3824 0.027 0.068 0.052
C -1.9479 5.1739 0.6487 0.011 0.009 -0.004
C -2.1877 5.0983 -0.6920 0.024 -0.054 0.008
C -1.9379 3.8784 -1.3586 0.017 0.044 0.013
C -2.0359 3.7452 -2.7517 0.020 -0.066 -0.044
C -1.6774 2.5614 -3.3476 0.023 0.094 -0.015
C -1.2620 1.5045 -2.5470 -0.116 -0.094 0.021
N -1.2223 1.5657 -1.2205 -0.548 -0.232 0.061
C -1.5142 2.7591 -0.6098 0.120 -0.071 -0.116
C 0.9515 1.9222 3.4405 -0.051 0.071 -0.022
C 1.6703 2.8377 2.6904 -0.029 0.044 0.047
C 2.9459 3.1878 3.1021 0.028 -0.008 0.013
C 3.4813 2.6324 4.2564 0.004 -0.006 -0.037
C 2.7476 1.7189 5.0004 -0.013 -0.006 -0.008
C 1.4730 1.3556 4.5952 0.034 -0.084 0.018
H -1.2883 4.2010 2.4327 -0.006 -0.017 -0.003
H -2.1040 6.1045 1.1773 0.006 0.002 -0.006
H -2.5315 5.9531 -1.2586 -0.003 0.001 0.005
H -2.3608 4.5910 -3.3443 -0.004 -0.003 -0.002
H -1.6932 2.4337 -4.4200 -0.015 0.009 0.004
H -0.9536 0.5779 -3.0059 -0.002 -0.034 0.006
H 1.2516 3.2647 1.7906 -0.020 0.015 0.030
H 3.5230 3.8937 2.5193 0.000 -0.006 0.002
H 4.4780 2.9085 4.5745 -0.006 0.004 0.001
H 3.1690 1.2838 5.8965 -0.002 -0.001 -0.001
H 0.8925 0.6381 5.1600 -0.002 0.005 -0.012
C -3.5340 -1.1669 0.6880 -0.056 -0.049 0.048
C -2.4525 -1.8804 1.4420 0.022 -0.001 -0.011
C -2.7983 -2.9490 2.2974 0.021 -0.011 -0.035
C -1.8468 -3.5765 3.0455 0.041 0.020 -0.033
C -0.5074 -3.1322 2.9858 -0.035 -0.042 0.020
C 0.5706 -3.6389 3.7524 -0.009 -0.007 0.009
Br 0.2935 -5.0906 4.9284 0.010 0.006 -0.008
C 1.8144 -3.0846 3.6491 0.033 -0.004 -0.004
C 2.0495 -1.9935 2.7916 -0.055 -0.008 0.003
Br 3.7646 -1.2358 2.6771 0.029 0.033 0.019
C 1.0318 -1.4531 2.0383 0.092 -0.101 0.076
O 1.1610 -0.3868 1.2820 -0.230 -0.416 -0.278
C -0.2375 -2.0635 2.1205 0.049 -0.138 -0.199
N -1.1947 -1.4944 1.3312 -0.848 0.409 0.131
H -4.4385 -1.1366 1.2946 0.009 0.002 -0.008
H -3.7859 -1.6949 -0.2346 0.003 -0.005 0.015
H -3.2537 -0.1420 0.4534 0.047 0.024 -0.034
H -3.8364 -3.2452 2.3583 0.005 -0.003 0.008
H -2.1096 -4.3927 3.7046 0.001 0.003 0.000
H 2.6353 -3.4763 4.2337 -0.005 -0.003 -0.006
I 2.0760 2.4289 -0.9446 0.030 0.027 -0.121
C 1.2485 0.4857 -1.1045 -0.032 0.441 0.062
H 2.0093 -0.1902 -0.7347 0.001 0.007 0.014
H 1.0459 0.3323 -2.1594 -0.017 -0.010 -0.009
N -1.1651 -5.7801 -4.4012 0.000 0.033 0.017
C -1.0373 -4.8512 -3.7393 0.001 -0.038 -0.024
C -0.8796 -3.6885 -2.9095 0.038 0.018 0.042
C 0.2445 -3.5395 -2.1047 -0.020 -0.038 -0.054
C 0.3542 -2.4059 -1.3278 0.093 0.060 0.063
N -0.5783 -1.4428 -1.3166 0.240 -0.279 0.290
C -1.6725 -1.6036 -2.0717 -0.009 -0.033 -0.005
C -1.8567 -2.6993 -2.8897 -0.016 0.020 0.026
H 1.0210 -4.2902 -2.0794 -0.010 -0.005 -0.005
H 1.2083 -2.2543 -0.6798 -0.016 0.000 -0.006
H -2.4215 -0.8291 -2.0049 -0.017 0.014 0.002
H -2.7513 -2.7836 -3.4898 0.008 -0.009 0.002
```
Forces are in eV/Å.

Computed properties:
Net charge: +1
Multiplicity: 2
E_HOMO (spin up / spin down) in Eh: -0.380 / -0.380
⟨S²⟩: 0.78

***

Largest force on an atom readings, ordered: 4.51 1.24 eV/Å